(1)
109
Properties=species:S:1:pos:R:3:lowdin_charge:R:1 method="wB97M-V/def2-TZVPD" homo_lumo_gap_ha=0.2260 spin_multiplicity=1 charge=+1 largest_force_ev_per_a=4.160
C -2.105 1.668 4.549 0.029
C -2.013 1.162 3.220 -0.093
C -2.417 1.988 1.956 -0.301
C -3.944 1.992 1.502 -0.232
C -4.817 1.121 2.251 0.011
C -6.232 1.082 1.803 0.010
C -6.480 1.958 0.654 -0.039
C -5.488 2.813 0.027 -0.097
N -4.203 2.820 0.469 0.097
N -1.755 3.306 2.150 0.088
C -0.278 2.993 1.947 -0.481
Cl 0.353 4.466 1.012 0.611
C -0.140 1.761 0.926 -0.462
C 0.601 0.448 1.382 -0.114
C 1.738 0.658 2.453 -0.624
N 2.585 1.853 2.245 0.089
N 1.137 0.567 3.797 0.085
N 2.634 -0.540 2.311 0.058
P 0.504 2.342 -0.802 0.876
C 2.347 2.073 -0.938 -0.270
O -0.151 1.296 -1.993 -0.310
C -1.699 1.507 0.604 -0.283
C -2.182 0.088 0.118 -0.029
H -3.095 1.647 5.079 0.076
H -1.191 2.125 4.999 0.067
H -1.680 0.104 3.035 0.116
H -4.513 0.475 3.105 0.112
H -7.008 0.451 2.278 0.114
H -7.515 1.970 0.227 0.081
H -5.799 3.440 -0.841 0.113
H -1.945 3.854 2.996 0.184
H -1.946 3.912 1.330 0.138
H 0.325 2.934 2.879 0.103
H 1.084 0.016 0.459 0.106
H -0.072 -0.359 1.773 0.107
H 2.650 2.385 3.120 0.052
H 3.523 1.515 2.021 0.079
H 0.730 -0.374 3.864 0.089
H 1.897 0.559 4.489 0.089
H 3.389 -0.490 3.000 0.079
H 3.098 -0.526 1.395 0.062
H 2.950 2.635 -0.185 0.034
H 2.624 0.977 -0.988 0.040
H 2.643 2.492 -1.945 0.055
H 0.548 0.640 -2.204 0.055
H -1.854 2.188 -0.283 0.107
H -2.554 -0.495 1.009 0.089
H -1.323 -0.418 -0.381 0.082
H -3.024 0.243 -0.608 0.099
C 4.012 -4.289 -1.032 -0.029
C 4.140 -2.792 -0.955 -0.500
O 3.208 -2.061 -1.229 0.032
C 5.472 -2.235 -0.524 -0.023
H 3.003 -4.549 -1.355 0.088
H 4.722 -4.687 -1.756 0.072
H 4.189 -4.729 -0.049 0.090
H 6.249 -2.543 -1.226 0.090
H 5.714 -2.585 0.481 0.087
H 5.422 -1.145 -0.513 0.075
C 3.296 5.550 3.460 -0.017
C 4.510 4.681 3.667 -0.481
O 4.453 3.474 3.534 0.042
C 5.795 5.367 4.043 -0.015
H 2.444 4.924 3.192 0.041
H 3.062 6.087 4.381 0.092
H 3.479 6.257 2.649 0.094
H 5.671 5.896 4.990 0.091
H 6.088 6.066 3.258 0.091
H 6.582 4.622 4.160 0.086
C 3.298 -8.035 -0.961 -0.019
C 4.132 -7.828 -2.199 -0.485
O 4.923 -6.909 -2.280 0.042
C 3.945 -8.807 -3.330 -0.011
H 3.535 -7.261 -0.231 0.070
H 2.237 -7.967 -1.212 0.089
H 3.518 -9.009 -0.522 0.089
H 2.913 -8.773 -3.683 0.091
H 4.194 -9.815 -2.994 0.096
H 4.606 -8.541 -4.155 0.063
C 8.512 -8.431 -6.861 -0.026
C 7.491 -8.589 -5.764 -0.502
O 6.656 -9.469 -5.800 0.062
C 7.546 -7.611 -4.619 -0.019
H 8.354 -9.201 -7.616 0.083
H 8.405 -7.452 -7.331 0.085
H 9.518 -8.544 -6.451 0.086
H 7.395 -6.595 -4.990 0.091
H 8.508 -7.687 -4.110 0.089
H 6.754 -7.843 -3.908 0.051
C -7.691 -0.461 -2.352 -0.020
C -8.541 0.780 -2.261 -0.497
O -8.953 1.186 -1.193 0.036
C -8.860 1.496 -3.547 -0.017
H -7.542 -0.871 -1.353 0.080
H -8.191 -1.210 -2.968 0.090
H -6.717 -0.214 -2.779 0.086
H -9.412 0.832 -4.215 0.090
H -7.938 1.829 -4.026 0.087
H -9.478 2.368 -3.331 0.085
C -8.054 5.473 0.414 -0.026
C -7.932 6.973 0.528 -0.505
O -8.861 7.701 0.270 0.080
C -6.602 7.526 0.978 -0.027
H -9.060 5.217 0.082 0.088
H -7.338 5.097 -0.317 0.061
H -7.878 5.010 1.388 0.085
H -5.821 7.238 0.271 0.082
H -6.362 7.153 1.976 0.082
H -6.658 8.614 1.014 0.084


(2)
114
Properties=species:S:1:pos:R:3:lowdin_charge:R:1 method="wB97M-V/def2-TZVPD" homo_lumo_gap_ha=0.0470 spin_multiplicity=1 charge=+4 largest_force_ev_per_a=6.486
Hg -26.016 13.832 -5.529 0.678
Hg -25.406 19.530 -7.278 1.411
C -32.125 15.850 0.129 -0.089
C -30.817 16.649 0.012 -0.238
C -29.669 15.803 0.577 -0.191
C -28.356 16.548 0.310 -0.116
N -27.128 15.731 0.654 -0.184
C -25.921 16.680 0.500 -0.105
C -24.781 15.802 0.142 -0.149
C -25.366 14.858 -0.891 -0.129
C -26.782 14.600 -0.352 -0.058
C -27.128 15.190 2.084 -0.111
C -27.340 16.221 3.200 -0.213
C -27.164 15.572 4.582 -0.069
H -31.972 14.831 -0.231 0.055
H -32.901 16.299 -0.490 0.080
H -32.421 15.830 1.176 0.089
H -30.888 17.520 0.665 0.122
H -30.643 16.930 -1.027 0.100
H -29.592 14.821 0.096 0.109
H -29.869 15.579 1.626 0.122
H -28.373 17.508 0.824 0.146
H -28.222 16.692 -0.761 0.112
H -25.686 17.272 1.382 0.132
H -26.216 17.381 -0.279 0.116
H -24.342 15.265 0.984 0.133
H -23.943 16.354 -0.288 0.115
H -24.800 13.947 -1.076 0.130
H -25.462 15.364 -1.861 0.082
H -26.804 13.710 0.278 0.130
H -27.572 14.442 -1.083 0.117
H -26.190 14.645 2.171 0.136
H -27.957 14.481 2.078 0.131
H -28.315 16.694 3.089 0.110
H -26.590 17.012 3.143 0.104
H -26.143 15.243 4.756 0.088
H -27.727 14.636 4.683 0.084
H -27.657 16.215 5.306 0.090
N -26.803 15.833 -4.769 -0.505
S -28.230 16.378 -4.654 0.393
O -28.627 17.409 -5.586 -0.276
O -28.873 16.356 -3.354 -0.276
F -28.863 15.037 -5.293 -0.276
S -25.999 17.214 -4.258 0.501
O -26.080 17.610 -2.897 -0.221
O -25.939 18.204 -5.323 -0.367
F -24.598 16.447 -4.306 -0.225
N -30.364 12.594 -3.210 0.087
C -31.119 13.726 -3.013 -0.010
C -32.462 13.377 -2.907 -0.010
C -32.548 11.992 -3.041 0.026
C -31.235 11.551 -3.277 0.021
H -29.373 12.578 -3.376 0.159
H -30.674 14.711 -3.043 0.109
H -33.264 14.044 -2.638 0.128
H -33.392 11.324 -2.992 0.135
H -30.875 10.534 -3.342 0.151
N -22.149 16.662 -6.181 0.024
C -21.622 17.720 -6.850 -0.153
C -20.661 18.334 -6.071 -0.090
C -20.522 17.527 -4.932 -0.074
C -21.487 16.521 -4.976 -0.092
H -22.927 16.098 -6.465 0.136
H -21.975 17.945 -7.845 0.121
H -20.041 19.188 -6.292 0.121
H -19.960 17.697 -4.029 0.089
H -21.787 15.848 -4.192 0.113
N -20.871 19.789 -0.783 0.067
C -22.158 20.120 -0.468 -0.050
C -23.006 19.250 -1.170 -0.095
C -22.209 18.329 -1.850 -0.100
C -20.907 18.647 -1.539 -0.079
H -20.029 20.295 -0.558 0.172
H -22.341 21.075 -0.001 0.131
H -24.082 19.321 -1.167 0.092
H -22.446 17.571 -2.577 0.077
H -19.936 18.304 -1.861 0.124
N -29.717 15.026 -9.051 0.049
C -29.844 15.236 -10.390 -0.051
C -30.930 16.012 -10.632 -0.045
C -31.518 16.316 -9.405 -0.004
C -30.746 15.639 -8.402 -0.021
H -29.057 14.451 -8.556 0.159
H -29.091 14.883 -11.078 0.145
H -31.177 16.322 -11.635 0.132
H -32.426 16.870 -9.234 0.121
H -30.809 15.649 -7.326 0.116
C -22.238 21.181 -4.568 -0.049
C -23.638 20.627 -4.732 -0.265
O -23.681 19.582 -5.736 -0.185
H -21.867 21.634 -5.488 0.098
H -21.528 20.374 -4.349 0.064
H -22.065 21.842 -3.720 0.099
H -24.260 21.488 -4.984 0.106
H -24.049 20.273 -3.783 0.109
H -22.767 19.188 -5.700 0.071
C -29.520 19.512 -8.782 -0.069
C -28.405 18.571 -9.069 -0.227
O -27.450 18.559 -7.956 -0.162
H -30.252 19.492 -9.593 0.102
H -29.267 20.559 -8.615 0.069
H -30.078 19.191 -7.896 0.087
H -27.895 18.929 -9.965 0.131
H -28.812 17.588 -9.317 0.097
H -27.802 17.936 -7.290 0.052
C -28.781 21.875 -6.114 -0.058
C -27.356 21.999 -6.661 -0.239
O -26.530 21.040 -5.943 -0.181
H -29.466 22.425 -6.759 0.100
H -28.820 22.240 -5.087 0.091
H -29.108 20.835 -6.134 0.067
H -27.007 23.030 -6.630 0.132
H -27.423 21.713 -7.714 0.098
H -26.657 21.133 -4.991 0.117


(3)
121
Properties=species:S:1:pos:R:3:lowdin_charge:R:1 method="wB97M-V/def2-TZVPD" homo_lumo_gap_ha=0.3751 spin_multiplicity=1 largest_force_ev_per_a=9.287
C 5.018 -12.364 16.625 0.028
C 4.888 -11.270 15.547 -0.209
C 5.451 -11.696 14.131 -0.070
O 4.254 -12.069 13.525 0.038
C 3.187 -11.639 14.181 -0.603
O 2.002 -11.792 13.828 0.112
O 3.475 -11.043 15.260 0.107
H 4.651 -11.861 17.549 0.091
H 5.962 -12.741 16.810 0.062
H 4.421 -13.169 16.318 0.056
H 5.410 -10.368 15.871 0.139
H 6.203 -12.479 14.137 0.127
H 5.846 -10.827 13.658 0.096
C 12.160 -13.362 10.954 -0.053
O 10.955 -13.141 11.661 -0.006
C 10.168 -14.169 11.989 -0.385
O 10.565 -15.532 12.223 -0.076
O 8.911 -13.728 12.198 -0.023
C 7.965 -14.709 12.543 -0.059
H 12.467 -14.349 10.466 0.126
H 12.945 -13.174 11.716 0.104
H 12.201 -12.605 10.181 0.088
H 6.937 -14.381 12.548 0.075
H 8.228 -15.000 13.544 0.092
H 8.035 -15.603 11.941 0.099
C -2.107 -8.764 13.067 -0.063
O -0.758 -8.492 12.832 -0.027
C -0.014 -9.473 12.226 -0.303
O -0.628 -10.567 11.556 -0.056
O 1.345 -9.220 12.036 -0.024
C 2.100 -10.047 11.192 -0.080
H -2.306 -9.790 13.302 0.093
H -2.716 -8.532 12.217 0.092
H -2.496 -8.167 13.946 0.110
H 1.786 -9.904 10.210 0.076
H 1.892 -11.087 11.455 0.087
H 3.200 -10.002 11.143 0.075
C 3.184 -6.413 16.820 -0.090
O 3.629 -7.446 16.058 -0.031
C 4.297 -7.196 14.917 -0.309
O 4.540 -5.826 14.466 -0.088
O 4.623 -8.299 14.173 -0.019
C 5.192 -8.063 12.911 -0.073
H 2.441 -5.781 16.364 0.095
H 4.036 -5.869 17.155 0.090
H 2.661 -6.821 17.689 0.090
H 5.368 -7.019 12.619 0.103
H 4.610 -8.487 12.101 0.070
H 6.173 -8.515 12.851 0.067
C 0.397 -13.394 17.383 -0.031
O 1.676 -13.968 17.091 0.021
C 1.869 -14.415 15.890 -0.453
O 0.977 -14.278 14.826 -0.038
O 3.074 -14.970 15.671 -0.037
C 3.467 -15.307 14.349 -0.030
H -0.499 -13.878 16.964 0.107
H 0.314 -12.435 16.879 0.080
H 0.265 -13.250 18.483 0.115
H 3.700 -14.417 13.707 0.097
H 2.675 -15.927 13.929 0.103
H 4.366 -15.856 14.511 0.083
C 0.662 -9.115 15.616 0.013
O -0.594 -8.795 16.207 0.033
C -0.946 -7.580 16.367 -0.432
O -0.052 -6.463 16.151 -0.076
O -2.216 -7.435 16.783 -0.018
C -2.696 -6.137 16.962 -0.083
H 0.917 -10.200 15.761 0.108
H 1.401 -8.581 16.200 0.077
H 0.721 -8.772 14.607 0.081
H -1.899 -5.441 17.413 0.122
H -3.602 -6.084 17.596 0.102
H -2.931 -5.656 16.039 0.081
C 2.317 -10.665 18.287 -0.060
O 0.943 -10.522 18.599 0.022
C 0.637 -9.440 19.209 -0.411
O 1.640 -8.422 19.489 -0.091
O -0.614 -9.383 19.614 0.036
C -1.097 -8.223 20.115 -0.073
H 2.764 -11.084 19.185 0.114
H 2.899 -9.810 17.830 0.103
H 2.429 -11.457 17.505 0.074
H -0.389 -7.743 20.813 0.116
H -2.087 -8.361 20.470 0.091
H -1.317 -7.502 19.309 0.095
C 8.043 -7.650 14.953 0.014
O 8.413 -8.911 14.277 0.016
C 8.770 -9.939 14.983 -0.406
O 8.399 -10.022 16.396 -0.114
O 9.396 -10.948 14.380 0.016
C 9.470 -12.228 15.051 -0.015
H 7.108 -7.550 15.502 0.075
H 7.964 -6.894 14.157 0.109
H 8.830 -7.403 15.668 0.098
H 8.516 -12.682 15.381 0.093
H 10.001 -12.026 15.979 0.099
H 9.925 -12.999 14.446 0.078
C 4.770 -13.621 7.993 -0.098
C 4.040 -13.137 9.258 -0.227
C 4.962 -13.015 10.489 -0.176
C 5.502 -11.669 10.684 -0.214
N 5.937 -10.639 10.841 0.189
H 4.199 -13.769 7.123 0.050
H 5.329 -14.569 8.022 0.081
H 5.542 -12.850 7.834 0.081
H 3.328 -13.965 9.480 0.119
H 3.460 -12.230 9.221 0.100
H 5.702 -13.791 10.364 0.108
H 4.421 -13.253 11.364 0.082
C 4.905 -8.491 19.320 -0.067
C 5.933 -7.665 18.514 -0.256
C 7.352 -8.122 18.728 -0.184
C 7.833 -7.412 19.932 -0.234
N 8.199 -6.799 20.832 0.137
H 3.919 -8.102 19.194 0.023
H 5.211 -8.338 20.362 0.091
H 4.806 -9.541 18.956 0.071
H 5.796 -6.670 18.885 0.107
H 5.717 -7.723 17.483 0.064
H 8.073 -7.778 17.930 0.113
H 7.410 -9.183 18.775 0.099


(4)
138
Properties=species:S:1:pos:R:3:lowdin_charge:R:1 method="wB97M-V/def2-TZVPD" homo_lumo_gap_ha=0.1877 spin_multiplicity=1 charge=-1 largest_force_ev_per_a=1.339
C 4.474 2.912 -0.528 -0.187
C 3.082 3.509 -0.268 -0.494
P 1.834 2.246 0.306 0.822
C 1.117 3.139 1.778 -0.359
As 0.000 1.883 -1.232 0.691
C 0.942 0.142 -1.856 -0.356
C 2.452 0.107 -1.976 -0.269
O 3.090 -0.560 -0.843 -0.170
C 3.995 -1.534 -1.193 -0.135
C 3.353 -2.910 -1.402 -0.605
F 4.042 -3.866 -0.733 0.098
F 3.336 -3.308 -2.677 0.135
F 2.110 -2.978 -0.955 0.161
C -0.946 3.643 -0.669 -0.423
C -0.187 4.954 -0.684 -0.702
C -0.545 5.892 -1.848 -0.153
Cl -0.657 5.895 0.860 0.559
C -1.532 1.564 -2.562 -0.288
C -2.966 1.219 -2.184 -0.402
C -3.698 1.926 -1.056 -0.057
O -3.746 1.497 -3.409 -0.133
C -4.451 0.386 -3.879 -0.200
C -5.595 -0.050 -3.003 -0.201
C -5.562 -1.313 -2.394 -0.039
C -6.591 -1.758 -1.564 -0.088
C -7.679 -0.931 -1.320 -0.096
C -7.729 0.328 -1.934 -0.078
C -6.703 0.759 -2.770 -0.036
P 1.116 2.874 -3.194 0.591
O 0.952 1.928 -4.362 -0.565
P -1.067 0.624 0.567 0.751
C 0.270 -0.190 1.540 -0.378
O -1.762 -0.754 -0.114 -0.390
H 5.240 3.651 -0.310 0.057
H 4.579 2.652 -1.580 0.045
H 4.617 2.024 0.074 0.043
H 3.214 4.215 0.552 0.060
H 2.778 4.136 -1.103 0.025
H 1.251 4.208 1.696 -0.032
H 1.705 2.809 2.634 0.016
H 0.087 2.859 1.969 0.006
H 0.552 -0.184 -2.812 0.053
H 0.694 -0.666 -1.171 0.033
H 2.937 1.077 -2.080 0.062
H 2.726 -0.464 -2.864 0.116
H 4.672 -1.666 -0.351 0.127
H 4.607 -1.286 -2.060 0.141
H -1.345 3.460 0.319 0.006
H -1.821 3.791 -1.292 0.046
H 0.894 4.909 -0.611 0.045
H -0.696 6.901 -1.499 0.041
H -1.394 5.527 -2.414 0.072
H 0.303 5.934 -2.528 0.043
H -1.239 0.808 -3.282 0.058
H -1.569 2.467 -3.171 0.058
H -3.054 0.145 -2.066 0.101
H -4.471 1.275 -0.659 0.077
H -4.214 2.791 -1.465 0.086
H -3.089 2.257 -0.228 0.013
H -3.785 -0.462 -4.058 0.122
H -4.851 0.663 -4.855 0.126
H -4.716 -1.958 -2.575 0.106
H -6.516 -2.735 -1.116 0.094
H -8.477 -1.245 -0.669 0.090
H -8.581 0.959 -1.733 0.095
H -6.753 1.741 -3.215 0.110
H 0.581 4.134 -3.585 -0.044
H 2.520 3.091 -3.065 -0.050
H -0.161 -1.119 1.923 0.028
H 1.126 -0.477 0.930 -0.015
H 0.549 0.386 2.411 0.013
H -1.175 -1.512 -0.038 0.020
C 3.025 -3.231 2.479 -0.159
C 4.303 -2.666 3.064 -0.158
O 3.854 -1.835 4.141 -0.184
S 2.537 -2.459 4.802 0.590
O 2.898 -3.189 5.964 -0.224
O 1.545 -1.452 4.846 -0.215
O 2.200 -3.490 3.627 -0.185
H 2.517 -2.505 1.840 0.121
H 3.186 -4.154 1.930 0.129
H 4.864 -2.068 2.352 0.130
H 4.942 -3.452 3.473 0.133
C 2.037 4.875 6.613 -0.171
C 0.775 4.258 6.049 -0.151
O 0.130 5.350 5.376 -0.183
S 1.228 6.329 4.751 0.586
O 1.428 6.003 3.391 -0.237
O 0.933 7.652 5.170 -0.228
O 2.479 5.778 5.590 -0.196
H 1.832 5.450 7.518 0.128
H 2.814 4.144 6.818 0.129
H 0.118 3.863 6.818 0.136
H 0.995 3.477 5.318 0.132
C 2.752 -6.915 -2.362 -0.149
C 3.956 -6.573 -3.214 -0.158
O 4.480 -7.856 -3.604 -0.185
S 3.284 -8.893 -3.782 0.592
O 2.930 -8.990 -5.150 -0.213
O 3.597 -10.057 -3.030 -0.233
O 2.165 -8.050 -3.025 -0.181
H 3.042 -7.215 -1.354 0.137
H 2.031 -6.105 -2.309 0.135
H 4.710 -6.015 -2.669 0.130
H 3.670 -6.024 -4.112 0.137
C 4.911 8.119 9.878 -0.159
C 4.927 7.970 8.370 -0.154
O 5.707 6.786 8.151 -0.184
S 5.466 5.747 9.340 0.595
O 4.478 4.810 8.947 -0.220
O 6.726 5.334 9.835 -0.212
O 4.791 6.774 10.365 -0.189
H 5.846 8.542 10.252 0.133
H 4.073 8.711 10.233 0.135
H 5.392 8.812 7.867 0.137
H 3.925 7.809 7.966 0.133
C -10.432 2.807 -6.632 -0.165
C -10.042 1.562 -5.862 -0.161
O -9.015 2.013 -4.974 -0.198
S -9.301 3.521 -4.525 0.586
O -9.958 3.519 -3.270 -0.218
O -8.134 4.285 -4.756 -0.206
O -10.389 3.856 -5.657 -0.191
H -9.711 3.034 -7.420 0.133
H -11.430 2.744 -7.056 0.132
H -9.652 0.774 -6.499 0.136
H -10.874 1.178 -5.268 0.134
C 1.758 -13.987 -1.947 -0.159
C 1.947 -12.490 -1.834 -0.165
O 0.663 -12.012 -1.399 -0.183
S -0.030 -13.096 -0.454 0.593
O 0.201 -12.763 0.904 -0.220
O -1.337 -13.344 -0.939 -0.219
O 0.923 -14.328 -0.831 -0.192
H 1.236 -14.258 -2.867 0.133
H 2.694 -14.534 -1.884 0.134
H 2.219 -12.022 -2.773 0.114
H 2.689 -12.235 -1.075 0.136